[1]
103
Properties=species:S:1:pos:R:3:forces:R:3 method="wB97M-V/def2-TZVPD" spin_multiplicity=6 de_lowest_kcal_mol=8.7 e_tot_ha=-6888.0968 charge=-1 gap_ev="7.088 / 6.477" homo_energy_ha="-0.1781 / -0.1992"
Ru -0.20101 -0.23270 0.07353 0.917 -0.910 0.198
O -3.85634 -2.67970 -0.78344 0.390 0.067 -0.108
Cl -2.52085 -2.35808 -1.21579 0.205 0.363 0.013
O -2.19073 -3.04515 -2.43779 -0.088 0.140 0.368
O -1.55024 -2.71249 -0.16817 -0.437 0.055 -0.402
O -2.39930 -0.90438 -1.41503 -0.191 -0.606 -0.055
S 4.13111 -1.51710 1.44556 0.008 -0.003 0.049
P 2.51915 -1.73688 2.55542 0.024 0.087 0.019
S 0.99480 -0.37392 2.47755 0.011 0.005 0.209
C 1.80063 -3.40520 2.38892 -0.035 -0.191 0.304
C 2.59949 -4.49426 2.73543 -0.078 0.042 -0.082
C 2.09713 -5.78471 2.64878 -0.024 -0.029 -0.048
C 0.79178 -5.99518 2.21488 0.091 0.023 0.018
C -0.00665 -4.91272 1.87312 0.005 0.069 0.044
C 0.49525 -3.61918 1.96501 -0.147 -0.197 0.331
C 2.95356 -1.69938 4.34767 -0.143 0.010 -0.039
C 1.99747 -2.05291 5.30281 0.006 -0.010 -0.058
C 2.30021 -1.99998 6.65384 0.059 0.026 -0.038
C 3.56363 -1.58653 7.06857 -0.048 -0.020 -0.055
C 4.51437 -1.23078 6.12507 -0.030 0.002 -0.069
C 4.20955 -1.28848 4.76714 0.071 -0.008 0.028
H 3.61832 -4.32618 3.06529 0.015 -0.003 -0.010
H 2.72477 -6.62669 2.91523 -0.005 0.004 0.011
H 0.40004 -7.00292 2.14250 0.005 0.002 0.004
H -1.02006 -5.06485 1.52235 0.013 0.035 -0.009
H -0.12470 -2.78069 1.68036 0.008 -0.200 0.223
H 1.01060 -2.36603 4.98100 0.015 0.011 -0.007
H 1.55017 -2.27477 7.38567 0.012 -0.007 -0.015
H 3.80187 -1.54454 8.12466 -0.007 0.006 -0.006
H 5.49801 -0.90433 6.44171 -0.012 -0.014 -0.011
H 4.94487 -1.02188 4.01726 -0.003 0.004 0.008
C -1.46020 2.35096 -5.36746 -0.035 -0.051 -0.048
C -2.69021 2.18486 -4.45954 0.036 -0.192 -0.033
C -3.93502 2.66824 -5.22455 0.044 -0.011 -0.084
C -2.82682 0.67230 -4.21299 -0.081 0.022 0.024
Si -2.49962 3.16205 -2.83980 0.085 0.104 0.261
Br -1.08529 2.08840 -1.39190 -0.039 0.174 -0.355
C -1.56949 4.82131 -3.07114 0.039 0.150 -0.072
C -2.20335 5.63191 -4.21863 0.053 0.051 0.025
C -0.07341 4.61892 -3.37733 -0.013 0.075 -0.009
C -1.63824 5.68430 -1.80175 0.018 0.024 -0.012
C -4.10216 3.30727 -1.80329 -0.147 0.022 0.010
C -4.74984 1.91303 -1.70719 -0.039 0.015 -0.005
C -5.10692 4.28631 -2.43886 -0.018 0.007 0.113
C -3.86353 3.78827 -0.36108 0.002 -0.058 0.014
H -1.61777 1.72850 -6.25634 0.027 0.023 0.029
H -0.55286 1.99017 -4.88331 -0.012 -0.021 0.014
H -1.31103 3.37500 -5.70920 -0.003 -0.010 -0.010
H -3.92959 2.19009 -6.21102 -0.032 0.026 0.022
H -3.96470 3.75013 -5.38182 0.025 -0.030 -0.006
H -4.85797 2.37096 -4.72658 -0.002 -0.008 0.011
H -2.93405 0.17921 -5.18768 0.000 0.006 0.049
H -3.68844 0.40546 -3.60783 -0.074 0.016 0.010
H -1.94209 0.26443 -3.73198 -0.066 0.032 -0.029
H -2.10043 5.14326 -5.18704 0.017 0.008 0.019
H -1.69930 6.60404 -4.28654 -0.027 -0.026 -0.005
H -3.26625 5.82526 -4.05604 0.026 0.000 0.016
H 0.11014 4.02148 -4.26661 -0.004 0.016 0.002
H 0.44780 4.14071 -2.54732 -0.030 0.025 0.011
H 0.38047 5.60634 -3.53407 -0.014 -0.052 -0.007
H -2.64127 6.07438 -1.62531 0.003 -0.006 -0.001
H -0.96980 6.54510 -1.92844 -0.038 -0.024 0.011
H -1.31658 5.13936 -0.91095 0.005 0.002 -0.042
H -5.17467 1.59377 -2.65890 0.001 -0.009 -0.016
H -5.56712 1.95306 -0.97804 0.010 -0.011 -0.045
H -4.04899 1.14030 -1.37928 -0.011 0.046 0.023
H -5.42509 3.99183 -3.43636 -0.003 -0.035 -0.052
H -4.70663 5.30159 -2.49919 -0.013 -0.024 0.046
H -6.00178 4.32818 -1.80609 0.016 0.000 -0.035
H -3.06941 3.24170 0.14489 -0.037 -0.013 -0.015
H -4.78522 3.62093 0.20881 0.036 0.037 -0.019
H -3.63549 4.85014 -0.30664 0.010 0.021 -0.003
N 1.11523 2.88584 1.05690 -0.066 -0.067 -0.088
C 2.04092 2.36591 0.19830 -0.020 0.035 0.228
C 3.10537 3.17039 -0.23998 0.055 0.019 0.004
C 4.04590 2.63270 -1.08157 0.046 0.046 -0.005
C 3.93188 1.30173 -1.46767 -0.027 -0.010 0.003
C 2.84369 0.59372 -1.01504 -0.047 -0.080 0.055
N 1.88807 1.10339 -0.22277 -0.245 0.257 -0.208
H 1.37390 3.71799 1.55599 0.017 0.009 -0.007
H 0.53509 2.24599 1.58367 0.097 -0.002 -0.022
H 3.17001 4.19642 0.10067 -0.008 -0.026 -0.006
H 4.87411 3.24012 -1.42698 -0.011 -0.010 0.007
H 4.66304 0.82183 -2.10129 -0.007 -0.002 0.011
H 2.72494 -0.44230 -1.28283 -0.003 0.017 -0.019
C 2.24516 -4.34769 -1.10302 -0.032 0.023 -0.061
N 1.63668 -3.28737 -1.90244 0.021 -0.078 0.017
C 1.56049 -3.31220 -3.27322 0.026 -0.041 0.026
C 1.03083 -2.29777 -3.96661 -0.034 0.034 0.076
C 0.50916 -1.11903 -3.26464 0.049 -0.122 0.145
O 0.11410 -0.12787 -3.85942 0.103 0.051 -0.015
N 0.52965 -1.19725 -1.88387 -0.087 0.025 -0.250
C 1.10561 -2.21780 -1.24558 -0.066 0.133 -0.136
O 1.17483 -2.15364 0.00325 -0.016 0.460 -0.393
H 2.58507 -5.12852 -1.78034 0.019 -0.008 0.011
H 1.51651 -4.75546 -0.40402 -0.010 -0.016 -0.033
H 3.08295 -3.95441 -0.52763 0.019 0.029 -0.013
H 1.95875 -4.20120 -3.74378 0.011 -0.006 0.016
H 0.97229 -2.32225 -5.04343 0.001 0.017 0.001
I -2.00736 1.56267 2.48310 -0.126 0.012 0.121
C -1.93674 -0.28441 1.40758 0.127 0.220 -0.115
H -2.88215 -0.38878 0.88951 -0.033 0.032 0.014
H -1.77326 -1.05449 2.15336 -0.075 -0.029 0.020

***

[2]
98
Properties=species:S:1:pos:R:3:forces:R:3 method="wB97M-V/def2-TZVPD" e_tot_ha=-3366.3100 charge=+1 gap_ev=8.224 homo_energy_ha=-0.4177
C 8.68986 1.67250 0.90767 -0.033 0.503 -0.506
C 8.70299 1.07908 -0.50135 0.149 -0.553 0.369
C 7.44165 0.29308 -0.92038 0.168 0.613 -0.151
C 6.09391 0.77946 -0.34582 -0.228 -0.544 -0.395
C 5.42729 -0.18442 0.65732 0.251 0.231 0.048
C 5.61996 0.17206 2.13487 0.090 -0.336 -0.016
C 4.58664 -0.50878 3.03591 -0.348 0.604 -0.502
C 3.24971 0.25552 3.03755 0.463 -0.403 0.168
C 2.28036 -0.31452 4.09008 -0.028 0.632 -0.093
C 0.84582 -0.61957 3.62763 0.328 0.018 0.048
C 0.76196 -1.31482 2.25945 -0.439 -2.021 0.759
C 0.52604 -2.83241 2.49750 0.607 -0.130 -0.554
Cl 1.50105 -3.74295 1.27018 -0.123 -0.083 0.034
C -0.96009 -3.13052 2.28897 0.335 -0.244 0.287
S -1.87924 -2.98727 3.86271 0.122 0.268 0.264
C -1.41038 -2.15946 1.18065 0.728 -0.951 0.403
C -1.26592 -2.78796 -0.20793 -0.669 0.146 -0.242
C -2.31619 -2.29467 -1.24639 0.318 -0.447 -0.408
C -1.63659 -1.55399 -2.35691 -0.408 0.083 -0.338
F -0.44137 -2.04622 -2.76871 0.197 0.458 0.646
C -2.07981 -0.44688 -2.94091 0.207 0.202 -0.079
F -1.30047 0.50129 -3.43923 -0.277 -0.552 -0.581
F -3.36206 -0.14415 -3.07020 0.297 0.314 0.770
N -0.51287 -0.95786 1.51936 -0.822 1.330 0.340
C -0.44687 0.15164 0.49484 0.821 -0.138 -0.006
F -1.72203 0.32921 0.10140 0.055 -0.120 0.051
F 0.28170 -0.33995 -0.52507 -0.343 0.045 -0.074
C 0.18821 1.41711 1.01178 0.016 0.411 -0.415
C -0.15172 2.60554 0.07766 -0.363 -0.254 0.257
Si -1.41738 3.84635 0.78702 -0.037 0.290 -0.188
C -0.44444 5.25710 1.54501 -0.130 -0.366 0.299
C -2.49216 3.05362 2.10674 0.220 -0.100 -0.015
C -2.45395 4.40203 -0.66616 0.120 0.005 0.272
C -3.81989 4.12909 -0.76683 0.335 0.097 -0.092
C -4.53647 4.52969 -1.88772 -0.008 -0.205 0.231
C -3.89022 5.19784 -2.91373 -0.047 0.114 -0.162
C -2.53659 5.48928 -2.82246 0.293 -0.103 0.097
C -1.81826 5.09119 -1.70376 -0.345 -0.122 0.000
H 9.69040 2.02602 1.15530 0.030 -0.161 0.192
H 8.05921 2.56390 0.93351 -0.133 -0.088 0.164
H 8.33553 0.96971 1.65788 0.119 -0.047 0.064
H 8.93537 1.85693 -1.22874 -0.106 0.101 0.032
H 9.53886 0.37589 -0.54087 0.054 0.059 -0.169
H 7.37977 0.37667 -2.00698 0.031 -0.177 -0.025
H 7.59216 -0.76779 -0.71524 -0.118 -0.016 0.163
H 6.17294 1.78589 0.06513 0.016 -0.004 0.084
H 5.40640 0.85119 -1.19127 -0.001 0.161 -0.001
H 5.84451 -1.18260 0.50287 -0.138 -0.075 -0.063
H 4.36348 -0.26224 0.41005 -0.063 0.077 0.150
H 5.59599 1.25696 2.26717 -0.033 0.011 0.078
H 6.61252 -0.16581 2.43748 0.054 0.139 0.025
H 4.93770 -0.57572 4.06573 0.092 -0.218 -0.020
H 4.39270 -1.50027 2.61364 0.133 -0.233 0.411
H 2.85234 0.19586 2.02425 -0.112 0.193 -0.002
H 3.47285 1.30351 3.24083 -0.188 0.071 -0.020
H 2.18888 0.43531 4.87768 -0.030 -0.157 0.156
H 2.72692 -1.18231 4.57767 -0.078 -0.171 -0.192
H 0.40724 -1.30387 4.35297 -0.150 0.130 0.050
H 0.22580 0.27874 3.68724 0.125 0.116 -0.297
H 1.64712 -1.30710 1.63560 -0.154 0.906 -0.261
H 0.94140 -3.19863 3.42998 -0.218 0.247 0.223
H -1.00702 -4.18053 2.01798 -0.372 0.096 -0.380
H -2.91783 -2.25239 3.44364 -0.007 -0.056 -0.145
H -2.42250 -1.82669 1.39181 -0.083 0.065 -0.350
H -1.45277 -3.85014 -0.06534 0.089 -0.016 0.082
H -0.25601 -2.71584 -0.59539 0.052 0.059 0.062
H -3.03782 -1.64896 -0.75252 -0.146 0.065 -0.220
H -2.86054 -3.15655 -1.63557 -0.029 -0.034 0.096
H -1.04857 -0.50238 2.26746 -0.059 -0.030 -0.013
H -0.13750 1.62408 2.03022 0.059 -0.155 0.076
H 1.26345 1.24642 0.99728 0.004 -0.121 0.273
H 0.76006 3.14726 -0.16974 0.021 -0.035 -0.079
H -0.57688 2.22176 -0.85037 0.168 0.093 -0.151
H -0.16236 6.01379 0.81569 0.099 0.005 0.002
H 0.44966 4.84106 2.01820 0.135 0.141 -0.098
H -1.00880 5.73136 2.34958 -0.086 0.131 -0.120
H -1.88965 2.63414 2.91791 -0.004 -0.034 0.003
H -3.12375 3.80964 2.57476 -0.102 0.002 -0.100
H -3.12516 2.26448 1.69713 -0.062 -0.012 0.057
H -4.30351 3.59217 0.03967 -0.181 0.026 -0.046
H -5.59122 4.29830 -1.95032 -0.033 0.061 -0.091
H -4.44084 5.49287 -3.79662 -0.035 0.031 -0.003
H -2.01868 6.00334 -3.62092 -0.116 0.049 -0.073
H -0.75587 5.29906 -1.63811 0.015 0.089 -0.067
C -6.68733 -3.12403 -3.59690 0.059 0.054 0.137
C -7.13358 -3.45669 -4.81875 -0.009 0.138 0.072
C -6.97627 -4.85286 -5.37713 0.109 -0.236 0.080
O -7.42810 -5.05822 -6.48531 -0.041 0.120 -0.053
C -6.30064 -5.85017 -4.56779 -0.027 -0.045 -0.115
C -5.85625 -5.51285 -3.35102 -0.021 -0.132 -0.070
C -6.03370 -4.12493 -2.78729 -0.127 0.248 -0.089
O -5.60219 -3.92163 -1.66161 0.178 -0.103 0.039
O -5.22924 -6.35658 -2.54007 0.027 0.047 0.023
O -7.74029 -2.60955 -5.62826 0.005 -0.059 -0.031
H -6.79692 -2.12907 -3.18933 -0.029 0.005 -0.021
H -6.17968 -6.84229 -4.97891 0.000 -0.009 0.024
H -5.03449 -5.85288 -1.72744 -0.045 0.022 0.034
H -7.95950 -3.11098 -6.43922 -0.011 -0.027 -0.016

***

[3]
99
Properties=species:S:1:pos:R:3:forces:R:3 method="wB97M-V/def2-TZVPD" spin_multiplicity=3 de_lowest_kcal_mol=0.0 e_tot_ha=-7986.9733 charge=+1 gap_ev="6.861 / 7.393" homo_energy_ha="-0.3502 / -0.3519"
V 0.96647 -0.63245 1.33889 -3.310 -1.561 -0.713
C 4.26426 -1.67607 3.25272 -0.687 -0.870 -0.526
C 3.58249 -0.34261 3.33376 0.165 1.491 -0.005
C 4.20859 0.71435 4.00031 -0.090 -0.994 0.074
C 3.62458 2.00941 4.07104 0.695 -0.742 0.111
C 2.41100 2.16339 3.50080 -1.004 -0.026 -1.189
C 1.77768 1.06956 2.80661 0.311 0.958 1.973
N 2.36579 -0.14204 2.71154 2.137 0.179 0.451
N 0.53854 1.10124 2.30020 -0.056 -0.610 -0.485
Si -0.76930 2.23554 2.65563 -0.909 -0.625 -0.635
C -0.57121 3.64661 1.49940 0.285 -0.252 -1.763
C -1.10340 2.82529 4.36653 1.824 -0.484 2.259
C -2.35011 1.33381 2.26992 -0.491 -1.118 -0.931
H 4.16972 -2.09349 2.23913 0.012 0.145 0.139
H 3.79708 -2.43533 3.89738 -0.089 0.295 -0.037
H 5.31917 -1.67914 3.50909 0.016 0.435 0.059
H 5.13876 0.43410 4.50113 -0.231 0.534 -0.170
H 4.13697 2.85325 4.54737 -0.189 -0.474 -0.123
H 1.89493 3.11381 3.42060 0.130 0.032 0.278
H 0.19497 4.33986 1.83205 0.067 0.293 -0.082
H -1.51555 4.17145 1.29785 0.278 0.009 0.201
H -0.22928 3.20299 0.50055 -0.378 0.664 1.205
H -0.31536 3.52146 4.77312 -0.776 -0.527 -0.358
H -1.16816 1.98058 5.14377 -0.066 1.103 -1.193
H -2.04585 3.35922 4.34960 -0.221 0.079 -0.016
H -2.42953 1.09798 1.18091 0.071 0.146 0.608
H -3.30569 1.83335 2.54581 0.793 -0.193 0.031
H -2.30505 0.33075 2.75915 -0.208 0.646 -0.147
O -0.83491 -0.96618 0.06123 0.682 0.403 1.086
C -1.84456 -1.75049 0.34967 -0.165 -0.362 0.852
C -2.96241 -1.78762 -0.52034 0.050 0.333 -0.889
C -4.02399 -2.66338 -0.35597 0.396 0.013 0.052
C -4.05393 -3.51090 0.76201 -0.641 -0.100 -0.899
C -3.06814 -3.41336 1.68710 0.962 0.169 1.099
C -1.95413 -2.54550 1.56348 -1.168 1.210 -1.636
C -1.21186 -2.20638 2.73532 1.119 0.018 2.083
N 0.08311 -1.82632 2.86928 -0.464 -0.162 -1.444
C 0.43722 -1.90508 4.19138 -0.186 0.164 0.711
C -0.67198 -2.25114 4.89646 0.268 0.034 0.458
N -1.72234 -2.37648 4.02009 0.152 -0.137 -1.476
H -2.92863 -1.04829 -1.34937 -0.090 -0.733 0.484
H -4.82598 -2.74434 -1.09311 0.254 0.304 0.203
H -4.86493 -4.22298 0.87838 0.134 0.093 0.053
H -3.12550 -4.02477 2.58533 0.018 0.006 -0.097
H 1.44906 -1.69309 4.58750 -0.979 -0.196 -0.553
H -0.74853 -2.52636 5.92579 -0.211 0.227 0.361
H -2.73043 -2.41598 4.22701 1.075 -0.272 -0.111
N 3.52744 2.44410 -3.35740 0.758 0.177 -0.655
C 2.85582 1.76035 -2.40904 1.355 -1.052 1.423
C 1.50542 1.92141 -2.06247 -1.000 -1.236 0.073
C 0.93431 1.05102 -1.11926 3.462 0.345 -0.173
N 1.75939 0.23680 -0.37502 -1.719 0.368 0.565
C 3.06711 0.14292 -0.56529 1.143 1.015 -1.620
C 3.65503 0.83904 -1.62086 -1.791 0.351 0.175
H 3.10824 2.99536 -4.09317 -0.168 -0.148 0.386
H 4.52671 2.24067 -3.47725 -0.963 0.202 0.058
H 0.84953 2.57078 -2.62791 0.119 0.113 0.029
H -0.09986 0.98126 -0.89006 -0.777 0.093 0.142
H 3.66650 -0.49359 0.10813 -0.520 0.297 -0.440
H 4.67901 0.70588 -1.88393 0.616 -0.054 0.045
N 0.84277 -2.07591 -2.18510 -0.300 0.866 0.795
C 1.35637 -3.03974 -1.44086 0.747 -0.804 0.569
S 1.49825 -2.99029 0.28927 0.272 0.011 -0.666
N 1.82652 -4.10776 -2.13338 -0.012 -0.077 1.201
C 2.26519 -5.36304 -1.54523 0.571 -0.168 0.605
C 1.39458 -6.42839 -1.50080 -1.480 -0.570 0.165
C 1.81207 -7.70225 -1.07104 -0.511 0.977 -0.247
C 3.07770 -7.87316 -0.65538 2.426 1.011 -0.270
C 4.00962 -6.80335 -0.66910 -0.473 -0.719 0.196
C 3.57703 -5.53087 -1.02067 -0.314 -0.032 -0.789
H 0.41678 -1.29752 -1.67325 -0.163 -0.476 -0.447
H 0.66556 -2.23107 -3.16053 -0.151 0.205 -0.113
H 1.68612 -4.07114 -3.12967 0.071 -0.335 -0.086
H 0.30657 -6.29809 -1.67469 0.910 0.104 -0.397
H 1.21468 -8.57873 -1.07833 -1.039 -0.258 -0.079
H 3.48210 -8.82661 -0.40083 -0.091 -0.644 0.217
H 5.04115 -7.13104 -0.44587 -0.542 1.026 0.112
H 4.20399 -4.65232 -0.95411 0.235 -0.096 -0.178
C -3.97375 4.59163 -1.84942 0.612 0.051 -0.430
Ge -2.52760 4.79843 -3.26288 -1.335 -0.549 0.980
C -0.90055 5.56604 -2.49109 0.609 0.192 -0.413
C -3.21735 5.97918 -4.64971 0.349 -0.180 -0.511
C -2.16876 2.93515 -3.97571 -0.186 0.049 -0.321
Se -3.28594 1.47823 -3.20687 0.007 0.029 0.165
C -4.70177 1.18572 -4.54526 0.294 1.289 0.663
H -4.13167 5.52208 -1.28352 0.033 -0.168 -0.351
H -3.71962 3.80239 -1.11801 -0.201 0.256 -0.498
H -4.89206 4.32772 -2.40432 0.306 0.026 0.489
H -0.65512 6.47462 -3.06264 -0.217 -0.080 0.257
H -0.05734 4.88421 -2.75758 -0.429 0.379 0.889
H -1.00478 5.85579 -1.41621 0.358 -0.617 -0.884
H -4.20229 5.63594 -5.01923 0.531 0.474 0.148
H -2.49485 6.05953 -5.46453 -0.122 -0.573 -0.328
H -3.19231 7.01070 -4.32278 -0.694 0.201 0.514
H -1.15966 2.66090 -3.58221 -0.609 0.106 -0.872
H -2.27148 2.87191 -5.10332 0.572 0.044 1.341
H -5.06090 2.15801 -4.88461 0.015 -0.063 -0.017
H -5.53359 0.68412 -4.05534 0.248 -0.255 -0.095
H -4.23993 0.66475 -5.34777 -0.100 -0.645 -0.674